# 1
This record from the Open Molecules 2025 dataset describes the molecule C11H17O3. The level of theory is ωB97M-V with the def2-TZVPD basis set.

Output
* HOMO level (alpha / beta): -7.73 / -9.08 eV
* lowest unoccupied orbital energy (alpha / beta): 0.8 / -0.7 eV
* relative energy (zero: lowest compared OMol25 entry of this formula, charge and spin): 0.00 kcal per mole
* calculated total energy: -17822.7142 eV
* maximum force: 2.76 eV/A
* frontier orbital gap (alpha / beta): 8.5 / 8.4 eV
* spin multiplicity: 2

Cartesian coordinates (Å):
C: -3.4213 0.5088 0.7700
C: -2.7743 -0.2960 -0.3663
C: -1.2674 -0.3969 -0.2419
C: -0.5138 0.7204 -0.6525
C: 0.8861 0.7791 -0.5194
C: 1.5152 -0.4833 0.1482
C: 0.6574 -1.5677 0.8674
C: -0.7066 -1.5321 0.2663
C: 1.2490 -2.9939 0.7333
O: 2.7107 -0.8347 -0.3389
C: 1.7139 1.7593 -1.3401
C: 1.3768 3.1998 -0.9957
O: 1.4857 0.7183 0.8229
O: 0.6708 -1.3133 2.2201
H: -4.5010 0.5751 0.6120
H: -3.2463 0.0319 1.7416
H: -3.0147 1.5255 0.8137
H: -3.2062 -1.3038 -0.3799
H: -3.0341 0.1841 -1.3201
H: -1.0120 1.5678 -1.1304
H: 0.6385 -0.3436 2.3628
H: -1.3223 -2.4259 0.4256
H: 2.2256 -3.0529 1.2379
H: 0.5735 -3.6995 1.2360
H: 1.3198 -3.3144 -0.3187
H: 2.8158 -1.8156 -0.3513
H: 2.7805 1.5621 -1.1847
H: 1.4999 1.5669 -2.3982
H: 1.9816 3.8841 -1.5922
H: 0.3210 3.4152 -1.1878
H: 1.5983 3.3752 0.0604

Atomic partial charges in e from the natural (NBO) method, atoms 1 to 2:
1. C -0.597
2. C -0.414

---

# 2
This record from the Open Molecules 2025 dataset describes the molecule C5H7NO. The level of theory is ωB97M-V with the def2-TZVPD basis set.

Output
* HOMO level: -9.61 eV
* lowest unoccupied orbital energy: 0.8 eV
* relative energy (zero: lowest compared OMol25 entry of this formula, charge and spin): 43.54 kcal per mole
* calculated total energy: -8834.3146 eV
* maximum force: 0.68 eV/A
* SMILES string: C=C=CCNC=O
* frontier orbital gap: 10.4 eV
* spin multiplicity: 1

Cartesian coordinates (Å):
C: 2.9008 0.3094 -0.0810
C: 1.6565 0.0943 -0.3972
C: 0.5031 -0.4827 -0.5903
C: -0.4621 -0.6560 0.5553
N: -1.3925 0.4602 0.6063
C: -2.4705 0.4583 -0.2280
O: -2.8780 -0.5192 -0.8228
H: 3.3967 -0.6359 0.0961
H: 3.4370 1.2498 -0.0029
H: 0.2130 -0.8064 -1.5858
H: -1.0479 -1.5680 0.4298
H: 0.0778 -0.7129 1.5058
H: -0.9771 1.3604 0.8065
H: -2.9569 1.4487 -0.2920

Atomic partial charges in e from the natural (NBO) method, atoms 1 to 2:
1. C -0.500
2. C 0.096

---

# 3
This record from the Open Molecules 2025 dataset describes C38H73Cl8F2HfO27 as an isolated structure. The level of theory is ωB97M-V with the def2-TZVPD basis set.

Output
* charge: +1
* HOMO level: -11.54 eV
* lowest unoccupied orbital energy: -1.6 eV
* calculated total energy: -202791.3955 eV
* maximum force: 3.44 eV/A
* frontier orbital gap: 10.0 eV
* spin multiplicity: 1

Cartesian coordinates (Å):
Hf: -1.0618 -1.4036 -0.7867
C: 0.5203 1.9599 0.6386
C: 1.3212 0.9639 -0.2538
O: 0.5046 -0.1180 -0.6018
H: -0.2657 2.1537 -0.1117
H: 0.9282 2.8340 1.1516
H: -0.0711 1.4304 1.3951
H: 2.2012 0.6468 0.2368
H: 1.7820 1.3977 -1.1656
C: 0.4720 -3.8339 -3.9507
C: -0.5086 -3.7697 -2.6732
O: -0.5525 -2.3566 -2.3376
H: 0.0329 -3.6825 -4.9353
H: 0.9801 -4.7805 -3.9998
H: 1.2518 -3.0849 -3.7960
H: -0.1348 -4.2988 -1.7860
H: -1.5551 -3.9965 -2.9699
C: -2.7398 -4.8007 0.7747
C: -2.9201 -3.3983 1.0928
O: -2.4297 -2.6015 0.0006
H: -3.1290 -4.9657 -0.2312
H: -3.4550 -5.3195 1.4180
H: -1.7942 -5.4077 0.7975
H: -2.4172 -3.1501 2.0430
H: -4.0024 -3.2676 1.2511
Cl: 3.5709 3.6724 3.9674
C: 3.1760 5.2212 2.9668
C: 3.6879 6.4514 3.6617
Cl: 2.6975 6.8288 5.1936
H: 2.0571 5.1999 2.9292
H: 3.5623 5.0150 1.9700
H: 3.5866 7.3900 3.0790
H: 4.6892 6.3033 4.0219
Cl: -0.1244 3.1815 -5.4420
C: 1.1997 4.2163 -4.7526
C: 1.8518 3.6415 -3.4896
Cl: 3.1970 4.7162 -2.9798
H: 0.7130 5.1779 -4.6437
H: 1.9417 4.2921 -5.5746
H: 2.3429 2.6609 -3.5617
H: 1.1152 3.5595 -2.6693
Cl: -5.5439 2.4550 -1.4696
C: -6.3731 4.0851 -1.6638
C: -5.3319 5.1144 -1.5418
Cl: -6.0774 6.7636 -1.2722
H: -7.1706 4.2623 -0.9091
H: -6.8264 4.0211 -2.6350
H: -4.7154 5.1256 -2.4259
H: -4.8088 5.0090 -0.5687
Cl: 1.0469 -1.0246 2.8645
C: 2.7084 -0.4012 3.0146
C: 3.7214 -1.5290 3.0486
Cl: 3.9093 -2.0859 4.6811
H: 2.7012 0.2778 3.8873
H: 2.9344 0.1314 2.1156
H: 4.6791 -1.0556 2.7502
H: 3.5329 -2.3528 2.3750
C: 4.5389 -0.5574 -5.5597
C: 3.4058 0.2616 -4.9242
O: 3.8801 1.6314 -5.1743
C: 5.2582 1.5701 -5.2349
O: 5.9775 2.5147 -5.1755
O: 5.6565 0.3123 -5.5123
F: 3.3139 0.0506 -3.5382
H: 4.3978 -0.8775 -6.5833
H: 4.8748 -1.4036 -4.9690
H: 2.3624 0.2168 -5.2726
C: 6.1968 2.7961 -0.3677
C: 5.0683 3.0727 0.6381
O: 4.5486 1.7980 0.8313
C: 5.1122 0.8797 -0.0291
O: 4.7666 -0.2479 0.0092
O: 6.0361 1.4421 -0.8280
F: 4.0649 3.7910 0.0500
H: 7.1917 2.7825 0.1174
H: 6.2399 3.4264 -1.2722
H: 5.4393 3.4638 1.6016
C: -1.9836 2.4640 -2.6643
O: -2.6964 1.5665 -3.5753
C: -2.7041 0.2966 -3.2464
O: -2.0933 -0.1543 -2.2965
O: -3.3221 -0.4576 -4.1128
C: -4.1787 0.0767 -5.1495
H: -0.9358 2.1749 -2.4618
H: -2.5126 2.5274 -1.6804
H: -1.9747 3.4353 -3.1488
H: -4.1622 -0.5484 -6.0445
H: -3.9189 0.9810 -5.7026
H: -5.1843 0.2062 -4.7120
C: -1.8880 5.7290 0.0493
O: -1.8591 4.7165 1.0724
C: -1.0556 5.0090 2.0981
O: -0.2940 5.9569 2.1511
O: -1.3562 4.1237 3.0664
C: -0.4685 4.2509 4.1235
H: -0.9182 6.2297 -0.0169
H: -2.7957 6.3048 0.1787
H: -1.9062 5.2112 -0.9053
H: -0.6797 5.0502 4.8332
H: 0.5587 4.3573 3.7745
H: -0.5289 3.3523 4.6965
C: -5.2581 -0.6430 -0.6612
O: -5.0118 -0.2014 0.6335
C: -3.7630 0.1196 1.0735
O: -2.7296 0.0422 0.4350
O: -3.7803 0.5222 2.3202
C: -2.5331 0.8570 2.9085
H: -5.9172 0.0010 -1.2263
H: -5.8057 -1.5721 -0.5763
H: -4.3106 -0.8128 -1.1731
H: -1.8302 0.0522 2.7778
H: -2.7532 1.0134 3.9431
H: -2.2673 1.8192 2.4379
C: -2.4162 -1.6178 8.2680
O: -1.7883 -1.9967 7.0353
C: -1.0829 -1.0900 6.3471
O: -0.8676 -1.2635 5.1713
O: -0.5685 -0.0938 7.0692
C: 0.3346 0.7696 6.4034
H: -1.7008 -1.2797 9.0059
H: -2.9438 -2.5212 8.5026
H: -3.0987 -0.7796 8.1071
H: -0.0198 1.1026 5.4479
H: 1.2765 0.2476 6.2570
H: 0.5687 1.6480 7.0597
C: -1.5578 -9.8705 0.3994
O: -1.0127 -8.6082 0.0155
C: -0.9331 -8.1322 -1.1808
O: -0.8078 -6.9730 -1.3615
O: -1.0484 -9.0399 -2.1022
C: -0.9483 -8.6331 -3.5064
H: -2.3894 -10.1891 -0.1884
H: -1.9758 -9.6056 1.3798
H: -0.7660 -10.5647 0.4472
H: 0.0551 -8.7561 -3.8968
H: -1.2007 -7.5748 -3.6006
H: -1.7470 -9.2035 -3.9599
C: 3.0531 -2.1948 -1.5269
O: 2.9747 -3.1150 -0.3701
C: 1.8443 -3.4101 0.2666
O: 0.7411 -2.9482 0.0485
O: 2.0417 -4.2192 1.2580
C: 0.8308 -4.5753 1.9637
H: 4.0989 -2.0189 -1.5881
H: 2.5620 -1.2506 -1.4126
H: 2.7947 -2.7338 -2.3969
H: 0.4378 -3.7130 2.5321
H: 1.0843 -5.3625 2.6817
H: 0.0558 -4.8880 1.2707

Atomic partial charges in e from the Löwdin method, atoms 1 to 2:
1. Hf 1.743
2. C -0.041

---

# 4
This record from the Open Molecules 2025 dataset describes a 2-piece molecular cluster, C3H5NO3 overall. The level of theory is ωB97M-V with the def2-TZVPD basis set.

Output
* HOMO level: -9.24 eV
* lowest unoccupied orbital energy: -0.8 eV
* relative energy (zero: lowest compared OMol25 entry of this formula, charge and spin): 188.85 kcal per mole
* calculated total energy: -10817.4986 eV
* maximum force: 8.36 eV/A
* frontier orbital gap: 8.5 eV
* spin multiplicity: 1

Cartesian coordinates (Å):
C: 1.8842 0.0261 -0.0359
C: -0.3369 -0.2065 -0.0163
C: -1.5826 -0.9865 -0.0043
H: 1.8445 -0.0438 1.4467
H: 1.8215 1.1935 -0.5203
H: 2.7396 -0.6062 -0.1579
H: -1.4346 -2.0416 -0.4372
H: -1.9116 1.3005 0.3073
N: 0.0174 1.1039 -0.2107
O: 0.7745 -1.0012 -0.2225
O: -2.6379 -0.5113 -0.0554
O: -1.1780 1.7732 -0.0934

Atomic partial charges in e from the natural (NBO) method, atoms 1 to 2:
1. C -0.298
2. C 0.309

---

# 5
This record from the Open Molecules 2025 dataset describes a 6-piece molecular cluster, C21H43BrFN12O10 overall. The level of theory is ωB97M-V with the def2-TZVPD basis set.

Output
* charge: +1
* HOMO level: -9.76 eV
* lowest unoccupied orbital energy: -4.0 eV
* calculated total energy: -133587.5776 eV
* maximum force: 2.44 eV/A
* frontier orbital gap: 5.8 eV
* spin multiplicity: 1

Cartesian coordinates (Å):
N: 2.2844 -3.8371 1.1225
C: 1.6055 -3.5521 -0.1347
C: 1.7882 -2.1091 -0.6601
C: 1.1489 -1.9657 -2.0515
C: 1.4138 -0.6189 -2.7690
C: 1.4131 0.6250 -1.8807
O: 0.3244 1.5298 -2.3639
C: 0.0448 2.3676 -1.3426
O: 0.6622 3.3907 -1.1691
C: -1.0548 2.0327 -0.3521
C: -0.8336 1.2183 0.7412
C: -1.8571 1.0116 1.5929
F: -1.6547 0.2452 2.6420
N: -3.0673 1.5486 1.4446
Br: -4.3561 1.2073 2.7446
C: -3.3113 2.3181 0.3679
C: -4.6712 2.9334 0.1668
C: -5.7321 1.9498 -0.4403
C: -5.2700 0.4962 -0.6107
C: -6.4364 -0.3425 -1.1985
O: -6.4917 -0.3077 -2.6186
C: -5.4994 -1.0030 -3.2126
O: -4.9011 -1.9283 -2.7176
C: -2.3244 2.5824 -0.5478
O: -2.6071 3.3602 -1.6001
H: 3.2372 -3.4842 1.0690
H: 1.7848 -3.4615 1.9152
H: 0.5263 -3.7008 -0.0044
H: 1.9471 -4.2340 -0.9231
H: 2.8192 -1.7430 -0.6084
H: 1.2030 -1.4652 0.0251
H: 0.0718 -2.1640 -2.0611
H: 1.6036 -2.7427 -2.6816
H: 0.6048 -0.4792 -3.4966
H: 2.3319 -0.6146 -3.3600
H: 2.3576 1.1642 -1.9315
H: 1.1965 0.4322 -0.8259
H: 0.1134 0.7420 0.9585
H: -5.0256 3.3957 1.0958
H: -4.5655 3.7613 -0.5346
H: -5.9889 2.3205 -1.4365
H: -6.6170 2.0025 0.1991
H: -4.3970 0.3836 -1.2643
H: -5.0189 0.0039 0.3354
H: -7.3661 0.0432 -0.7745
H: -6.3397 -1.3563 -0.7997
H: -5.2348 -0.6921 -4.2360
H: -1.9926 3.2163 -2.3316
C: 5.4731 1.0044 -2.0246
O: 4.3850 0.4944 -2.2219
N: 6.2746 1.4610 -3.0396
N: 5.9953 1.1495 -0.7755
H: 7.1774 1.8706 -2.8864
H: 5.9344 1.3648 -3.9794
H: 5.4436 0.8162 -0.0070
H: 6.8906 1.5593 -0.5895
C: 7.3409 -2.1206 -3.5499
O: 6.3752 -2.0807 -2.7994
N: 7.8551 -3.2807 -4.0515
N: 7.9609 -0.9721 -3.9437
H: 8.6429 -3.3180 -4.6697
H: 7.4095 -4.1366 -3.7805
H: 7.5687 -0.1299 -3.5539
H: 8.7439 -0.9290 -4.5677
C: -7.5452 3.5112 3.3009
O: -6.8214 3.8278 2.3646
N: -7.1006 3.4795 4.5907
N: -8.8511 3.1635 3.1344
H: -7.6755 3.2238 5.3714
H: -6.1435 3.7331 4.7551
H: -9.2149 3.1772 2.1995
H: -9.4577 2.9015 3.8883
C: -1.3384 1.7842 6.6309
O: -2.1835 2.4960 7.1396
N: -1.3384 1.5019 5.2876
N: -0.3281 1.2096 7.3446
H: -0.6594 0.9195 4.8376
H: -2.0719 1.9111 4.7417
H: -0.3008 1.3968 8.3299
H: 0.3753 0.6209 6.9416
C: 5.1924 -4.0607 0.3804
O: 4.6589 -2.9946 0.6652
N: 5.1958 -5.1234 1.2386
N: 5.8194 -4.2702 -0.8102
H: 5.6231 -6.0048 1.0298
H: 4.7394 -5.0004 2.1231
H: 5.8302 -3.5004 -1.4662
H: 6.2566 -5.1360 -1.0597

Atomic partial charges in e from the Löwdin method, atoms 1 to 2:
1. N -0.008
2. C -0.286